# 1
{"formula": "C3H9N3O", "method": "ωB97M-V/def2-TZVPD", "de_lowest_kcal_mol": 11.14, "spin_multiplicity": 1, "homo_energy_ev": -9.341, "smiles": "[H]/N=C(\\C)N.NC=O", "max_force_ev_per_a": 2.73, "e_lumo_ha": 0.0265, "orbital_gap_ev": 10.06, "species": ["H", "H", "H", "O", "H", "H", "H", "C", "H", "H", "N", "N", "C", "H", "C", "N"], "coordinates": [[0.1268, 1.9790, -1.9034], [-0.1807, 2.6612, -0.3914], [-1.8706, -1.4696, -0.4571], [-1.0928, -0.9749, 2.5810], [1.4688, -1.0773, -0.3152], [1.7278, 0.4990, 1.3043], [-2.0319, 0.1951, 1.1779], [-1.5466, -0.7513, 1.4712], [2.2566, 0.0081, -1.4879], [0.5995, -0.5754, -1.7849], [-1.5104, -1.6670, 0.4647], [1.1062, 1.2228, 0.9245], [1.3063, -0.2528, -1.0150], [-1.0534, -2.5496, 0.6483], [0.7693, 0.9496, -0.2903], [-0.0749, 1.8030, -0.9268]]}



# 2
{"formula": "C32H51N6O3S4SbSeSiTa", "method": "ωB97M-V/def2-TZVPD", "de_lowest_kcal_mol": 27.66, "spin_multiplicity": 2, "homo_energy_ev": [-12.172, -12.170], "max_force_ev_per_a": 0.72, "s2": 0.755, "e_lumo_ha": [-0.2180, -0.2599], "charge": 2, "orbital_gap_ev": [6.24, 5.10], "species": ["C", "O", "H", "H", "H", "H", "H", "C", "H", "H", "C", "C", "H", "H", "Si", "H", "H", "N", "H", "H", "H", "C", "H", "C", "C", "C", "H", "Sb", "H", "N", "C", "H", "H", "H", "C", "H", "C", "C", "H", "H", "H", "S", "C", "C", "C", "C", "N", "C", "S", "H", "H", "C", "H", "H", "H", "H", "N", "Ta", "Se", "H", "H", "C", "H", "H", "H", "C", "C", "C", "C", "N", "H", "H", "C", "H", "H", "H", "C", "O", "H", "C", "C", "H", "H", "H", "H", "N", "S", "C", "C", "H", "C", "C", "H", "H", "S", "O", "C", "H", "H", "H"], "coordinates": [[0.8205, 4.9125, -1.9991], [-2.0530, -0.8170, -1.5780], [1.7097, 4.2813, -1.9706], [0.7219, 2.7503, -4.5050], [8.5283, 0.2568, -5.7696], [5.6873, 0.1411, -5.0716], [0.0362, 4.2248, -5.2168], [-2.1943, 4.9242, -2.7623], [8.7065, -0.0828, -4.0440], [-8.4907, -0.0666, 0.7113], [-1.8636, 2.6708, 3.8578], [-4.6079, 0.4920, -1.8299], [-1.0005, 2.8177, -4.9548], [0.1022, 2.2161, 4.5367], [-0.5593, 4.0491, -2.8688], [10.0940, 0.4339, -4.9852], [3.6454, -1.1049, -5.9438], [4.2498, -0.1449, -3.5916], [6.7622, 0.6111, -3.1676], [2.7392, -0.0194, -0.3879], [-1.6324, -2.8356, -2.9763], [-6.7610, 0.2451, -0.5276], [3.3919, -0.6645, -3.5072], [-2.3200, 1.9508, 1.6262], [-6.6580, -0.5932, 1.7029], [-0.2452, 1.5094, 2.5306], [-7.1216, -0.9062, 2.6279], [-0.0112, -3.0559, 0.0846], [-7.3168, 0.6065, -1.3831], [5.1648, 1.9427, -3.0570], [3.3815, 0.5920, 2.8631], [4.8128, -0.4844, 3.9844], [-3.7516, 1.1199, -1.5905], [-5.2428, 1.0257, -2.5349], [-2.2595, 3.3893, 5.1254], [-3.2663, 3.0815, 5.4205], [4.1953, -3.0056, -5.0539], [4.1268, 1.1042, -3.1212], [5.2229, -1.7096, -6.4068], [-4.6536, -1.0055, 2.3712], [9.2165, 2.3552, -3.6354], [0.9311, -1.3709, -1.4306], [9.0232, 0.5812, -4.8511], [-2.7380, 2.5771, 2.7795], [5.2211, -0.6895, -4.5474], [4.5407, -1.6051, -5.5608], [-4.6437, -0.2834, 0.4483], [2.0935, 0.9759, 3.2080], [1.8982, -2.9442, 1.5051], [-2.9046, -2.4270, -4.1385], [-2.9745, 1.8499, 0.7735], [3.6183, 0.2596, 1.5371], [5.1080, -3.4828, -4.6864], [7.0428, 3.4088, -4.3755], [6.0080, -1.2426, -4.0259], [4.6104, 0.0032, 1.1891], [-1.0981, 1.4210, 1.5047], [-0.5186, 0.0886, -0.2982], [-0.9185, 2.0639, -1.5541], [-3.3088, -3.3530, -2.6887], [0.5397, 5.1868, -0.9817], [1.0977, 0.9758, 2.2538], [5.3300, 1.1360, 3.5004], [-2.3099, 4.4580, 4.8995], [2.2511, -2.4604, -4.2320], [6.5975, 1.6845, -3.1923], [2.5708, 0.2352, 0.6447], [-5.2788, -0.6493, 1.5582], [-0.5952, 2.1279, 3.7177], [1.3058, 0.5464, 0.9856], [3.8688, -3.5994, -5.9094], [-4.7463, -1.1729, -3.1381], [3.1217, -3.0694, -3.9677], [4.6811, 1.0188, 5.7684], [6.6941, 1.9828, -5.3265], [4.9015, 2.8630, -2.7441], [8.7084, 2.0442, -4.5531], [3.9949, 1.0719, 5.0965], [-2.7035, 4.7290, -1.8187], [7.2133, 2.3301, -4.4285], [-2.6765, -2.5547, -3.0804], [-1.5999, 2.5151, 6.7487], [3.4982, -2.7338, -2.9978], [-2.0252, 6.0019, -2.8305], [-2.8530, 4.6334, -3.5811], [-4.1125, -0.7050, -2.5088], [2.5942, 1.6264, -2.5566], [-7.4133, -0.1303, 0.6390], [-5.3787, 0.1470, -0.5774], [1.8945, 1.2855, 4.2216], [4.4815, 0.5562, 3.8813], [-2.9341, -1.2841, -2.3239], [9.1148, 2.6682, -5.3503], [2.7736, -4.0938, -3.8332], [-1.4507, -1.4431, 1.2226], [-1.3228, 3.2243, 6.1611], [-0.1646, 3.3849, -4.5448], [1.0586, 5.8300, -2.5451], [-3.7376, 2.9900, 2.8275], [7.0834, 2.0917, -2.3019]]}



# 3
{"formula": "C30H85N11O9", "method": "ωB97M-V/def2-TZVPD", "de_lowest_kcal_mol": 55.19, "spin_multiplicity": 1, "homo_energy_ev": -8.783, "smiles": "COC[C@H](C)N.COC[C@H](C)N.COC[C@H](C)N.COC[C@H](C)N.COC[C@H](C)N.COC[C@H](C)N.COC[C@H](C)N.NC(N)=O.NC(N)=O", "max_force_ev_per_a": 3.81, "e_lumo_ha": 0.0184, "orbital_gap_ev": 9.28, "species": ["O", "H", "O", "C", "H", "C", "H", "H", "H", "H", "H", "H", "H", "N", "O", "H", "H", "H", "H", "H", "H", "H", "H", "C", "H", "H", "C", "O", "H", "H", "N", "O", "C", "C", "H", "H", "H", "N", "C", "H", "H", "H", "H", "H", "H", "H", "H", "C", "C", "H", "N", "N", "H", "C", "H", "H", "C", "H", "N", "O", "C", "H", "H", "C", "H", "H", "C", "H", "H", "O", "N", "H", "H", "C", "H", "C", "H", "H", "C", "H", "H", "O", "C", "H", "H", "H", "H", "H", "C", "H", "H", "H", "N", "C", "H", "C", "H", "C", "H", "C", "H", "H", "N", "H", "H", "H", "H", "N", "H", "H", "H", "O", "C", "H", "H", "C", "H", "H", "N", "H", "H", "C", "C", "H", "C", "C", "C", "H", "H", "H", "H", "H", "H", "H", "H"], "coordinates": [[2.7525, 0.3844, -6.1361], [4.6950, 1.5104, -3.9292], [1.5550, -5.3565, 4.1109], [-4.7157, -2.4664, -4.5012], [-4.7721, -3.4424, -4.0257], [3.6138, -0.5890, 2.2398], [-3.1733, -4.5234, -5.6548], [0.2288, -3.2192, -2.8785], [-2.9518, -1.0490, 5.8583], [2.1269, 0.0589, 4.0925], [-0.5871, -5.1622, 4.1072], [-0.6100, 0.0275, -0.1497], [1.9579, 1.0355, -1.6706], [1.5094, -2.9803, 2.5880], [-0.8292, 0.8320, -2.5736], [5.0745, 0.6903, -5.4367], [-0.7913, 3.9222, -4.9111], [1.6050, -1.3671, -3.6104], [1.9846, 4.6832, -2.7754], [-6.6778, -2.4077, -5.3233], [1.6491, 2.4595, 4.4328], [-3.3854, 0.4921, 5.1901], [1.9718, 2.6560, 1.4992], [0.6217, 5.8684, -1.5980], [2.2578, 4.0935, 2.4997], [-2.0348, -0.3567, 4.5313], [-1.1252, 0.9167, 0.3146], [-4.1653, -2.6372, -5.8123], [-1.8359, 2.5708, -2.5813], [-6.9973, -3.2635, -3.0710], [2.3459, -3.5196, -1.2455], [2.4862, 0.3043, 2.0875], [1.7844, 3.1361, 2.4376], [0.1041, 4.5866, -4.9366], [0.6820, -3.0635, 4.3556], [-2.2477, -3.0504, -5.1446], [1.2517, 1.6591, -4.5817], [4.4674, 1.3269, -4.9089], [-1.0691, 2.1097, -0.5875], [3.8344, 1.8911, 1.0873], [-2.2464, 0.6419, 7.3959], [-2.2063, -0.5588, -3.4420], [2.4670, -6.9889, 4.8949], [-1.9848, -3.6984, -2.4552], [-4.0748, -1.8140, -3.9470], [2.1656, 0.8591, 0.0211], [-2.0449, 1.0913, -4.2141], [0.2854, -4.9138, 3.4785], [-3.0040, -3.4365, -5.8620], [-2.0377, 2.5115, 5.8328], [2.2240, 1.7493, -4.3549], [2.3392, 1.3868, -0.8397], [-1.6058, -2.8115, 3.8310], [-6.1746, -1.9294, -4.4899], [-0.0097, 2.4531, -0.7129], [0.4521, 0.2361, 7.3904], [-6.1845, -0.4514, -4.7451], [3.3712, -1.4080, 2.9127], [-1.2345, 1.8948, 6.0303], [3.8763, 2.4135, -2.1455], [3.1095, 1.1225, -5.1861], [-1.2015, 6.3025, -2.4265], [4.8532, 3.0207, 0.2785], [0.2360, -2.5465, -2.0207], [-7.7170, -1.8348, -3.0340], [-2.5700, -2.8398, -1.0723], [-0.8993, -2.8780, 2.9998], [4.0167, 1.9353, 4.7102], [-5.9629, 0.0805, -3.7732], [-0.6533, -1.5256, 7.1727], [4.1166, 2.3712, 0.2237], [-1.9995, 3.4402, 0.8370], [-0.7836, 2.3062, 6.8736], [2.3393, -1.7639, -2.9022], [1.7229, -1.4977, -0.9047], [-0.3335, -0.2481, 6.7334], [2.3728, 5.4786, -0.4548], [3.2662, -3.3530, -0.9080], [-1.7166, 1.7391, -1.8860], [0.8737, 4.3875, -0.1671], [1.2725, -2.9153, 1.6137], [-0.5090, -3.2057, -0.9950], [1.7647, -2.2772, -1.6292], [-7.0801, -0.0686, -5.2178], [4.4433, -0.1292, 2.7175], [3.1765, -1.0988, -2.8184], [0.1503, -5.3278, 2.4809], [-0.6745, -0.0776, -4.3929], [-1.5220, 0.2678, -3.7300], [2.3290, -3.5337, 2.6803], [0.8214, 0.7500, 3.1551], [-1.3364, -3.4921, 2.1972], [-1.8521, 3.2524, -0.1414], [2.2628, 2.1780, 3.5735], [-0.8138, 6.8835, -0.8432], [1.9066, 0.7564, 3.2728], [1.7995, -7.2035, 3.2503], [0.8864, 4.7821, -2.6962], [0.7899, -7.2788, 4.7031], [-1.8090, -3.6002, -1.3838], [0.9900, 3.9659, -5.2188], [1.8015, -3.7779, -0.4196], [-6.7531, -2.2661, -3.1545], [3.9997, -1.0074, 1.3142], [-2.6215, 1.1584, -1.5592], [1.1140, 6.7613, -1.9992], [0.2159, -0.3146, 5.7737], [3.7547, 2.3239, 3.7935], [3.9587, 3.3167, 3.8737], [2.5464, 2.3448, -3.5850], [2.6629, -2.7085, -3.3581], [0.3405, 5.4317, -3.8294], [1.6276, -6.7778, 4.2524], [0.4909, 3.8222, -2.6448], [-0.2281, -1.5435, -2.3109], [-2.4937, -0.1139, 5.4444], [-5.3827, -0.1828, -5.4137], [-0.1034, 5.2472, -5.7836], [-0.8151, 6.1136, -1.4715], [-2.1327, 0.5748, 0.4893], [-1.5020, 4.1526, -0.4653], [-1.6242, 0.5217, 6.4775], [1.2534, 5.3847, -0.3495], [1.0801, 6.0288, 0.5678], [3.4782, 2.0375, -1.0065], [0.5500, -2.3345, 7.3341], [0.4462, -3.4329, 3.3852], [0.3059, -3.0161, 8.1953], [1.4115, -1.6994, 7.7101], [-2.0861, -4.5534, -0.9088], [-0.7978, -1.8665, 2.6267], [0.8317, -2.8819, 6.4106], [-2.5110, -3.2956, -6.8772], [-0.6009, 0.9301, 1.3192], [0.7529, 3.3108, 2.5301]]}



# 4
{"formula": "C3H3ClFN", "method": "ωB97M-V/def2-TZVPD", "de_lowest_kcal_mol": 110.26, "spin_multiplicity": 1, "homo_energy_ev": -8.972, "max_force_ev_per_a": 4.19, "e_lumo_ha": -0.0300, "orbital_gap_ev": 8.16, "species": ["H", "H", "C", "C", "H", "F", "N", "C", "Cl"], "coordinates": [[-2.2417, -0.3771, -0.8697], [2.3108, 0.2132, 0.1028], [-0.6442, -0.3897, 0.5777], [1.8139, 0.7569, -0.6801], [2.4613, 1.5874, -1.2027], [-2.7973, -1.0821, 1.1095], [0.6419, 0.6145, -1.0409], [-1.8662, -0.5865, 0.1774], [0.3214, -0.7367, 1.8260]]}



no.,energy (Eh)
1,-359.22669
2,-6384.93266
3,-2473.37436
4,-730.73824